46
Properties=species:S:1:pos:R:3:lowdin_charge:R:1 method="wB97M-V/def2-TZVPD" s_squared=8.791 total_charge=+2 multiplicity=6 homo_ev="-13.10 / -13.76" e_lumo_ha="-0.19650 / -0.29048" homo_lumo_gap_ev="7.75 / 5.86"
Br 0.456 2.371 -1.035 0.656
H 0.338 2.235 -3.533 0.025
C 2.165 -2.279 1.456 -0.470
C 0.022 -3.496 -0.027 -0.491
H -0.669 -3.391 2.034 0.077
C -3.575 -0.983 -4.724 -0.343
H -0.160 -0.077 4.052 0.075
C -5.223 0.261 -2.707 -0.942
H 1.005 1.233 4.274 0.099
H -2.953 -2.100 3.063 0.103
H -3.923 -2.007 -4.611 0.054
Br 0.440 -0.179 -2.884 0.626
H -3.850 0.034 2.128 0.010
S -5.147 0.544 -0.070 0.923
C -0.748 1.824 3.196 -0.485
H -3.054 0.256 3.682 0.103
S -8.076 0.799 0.338 0.726
C 0.910 1.688 -2.794 -0.929
S -1.914 1.343 1.880 0.811
H 2.201 -3.340 1.700 0.101
S -2.177 -1.983 0.802 0.845
H 0.777 -1.919 3.092 0.062
H 3.166 -1.957 1.172 0.088
C -1.072 -3.428 1.023 -0.467
C -2.889 -0.005 2.636 -0.489
C -4.348 0.357 -1.614 -1.069
H -1.696 -4.317 0.935 0.094
H 0.612 -4.402 0.111 0.098
C 0.295 0.791 3.576 -0.477
C -2.301 -1.401 2.537 -0.478
S -4.959 0.143 -4.416 0.930
S -6.918 0.391 -2.357 0.988
S -2.667 0.472 -1.696 0.523
H -1.334 2.103 4.071 0.099
H -2.734 -0.779 -4.078 -0.026
H 1.978 1.781 -2.946 0.022
C 1.660 -1.470 2.640 -0.480
H -1.303 -1.454 2.967 0.039
C -6.791 0.600 -0.636 -1.452
H -0.404 -3.512 -1.031 0.084
H 2.441 -1.400 3.396 0.101
H -0.279 2.726 2.800 0.086
S 1.244 0.232 2.121 0.838
S 1.189 -2.102 -0.076 0.790
Ru -0.561 -0.013 -0.010 0.469
H -3.302 -0.804 -5.762 0.051

***

51
Properties=species:S:1:pos:R:3:lowdin_charge:R:1 method="wB97M-V/def2-TZVPD" total_charge=0 smiles="COC(=O)OC.COC(=O)OC.ClC(Cl)Cl.ClC(Cl)Cl.ClC(Cl)Cl.CC#N.CC#N" homo_ev=-10.81 e_lumo_ha=-0.00388 homo_lumo_gap_ev=10.71
H -2.380 0.860 -3.114 0.081
C -0.525 2.227 3.614 -0.065
H 0.003 1.713 4.417 0.077
Cl 1.091 -1.667 0.758 0.517
Cl -1.466 -2.038 -0.583 0.519
H -0.776 1.475 2.866 0.075
N -2.500 3.638 4.616 0.117
Cl -2.462 -5.828 -4.485 0.522
C -3.929 -5.415 -3.643 -1.523
H 3.013 2.189 8.152 0.089
H -4.177 3.543 0.680 0.094
H 0.133 2.943 3.121 0.076
O -3.979 2.210 -2.959 -0.037
C 3.721 1.496 7.695 -0.025
H -5.977 3.476 0.424 0.102
H 3.165 -3.604 6.495 0.106
H 0.697 4.418 -2.427 0.006
C -3.702 2.656 -1.656 -0.543
O 3.125 -1.569 6.083 0.013
Cl 0.980 -2.456 -2.228 0.477
Cl -5.414 -6.137 -4.387 0.495
H 0.142 -0.546 -1.034 -0.005
C 2.742 -4.076 -7.705 -0.074
N 1.696 -3.966 -10.121 0.117
Cl -3.676 -6.039 -2.001 0.488
O 3.154 0.308 7.072 -0.026
C 3.829 -0.860 6.912 -0.557
H -2.166 2.373 -3.800 0.088
H -3.325 1.181 -4.625 0.098
C 2.171 -4.051 -9.055 -0.285
O -4.839 3.034 -1.213 0.012
H 4.637 -2.919 5.882 0.091
H 2.022 -3.677 -6.991 0.082
H -4.968 4.777 -0.336 0.104
O 4.905 -1.120 7.526 0.063
C 3.553 -2.878 5.781 -0.031
H 2.973 -5.138 -7.615 0.079
C -2.927 1.599 -3.700 -0.056
H -3.980 -4.332 -3.532 0.017
H 3.365 -2.991 4.713 0.100
C 0.225 -1.606 -0.794 -1.512
C 1.787 4.414 -2.420 -1.555
H 4.260 2.023 6.908 0.091
O -2.600 2.602 -1.048 0.062
H 4.448 1.266 8.474 0.087
Cl 2.316 2.723 -2.465 0.511
Cl 2.267 5.396 -3.838 0.507
C -1.649 3.023 4.167 -0.277
H 3.708 -3.575 -7.647 0.081
C -5.008 3.741 0.002 -0.004
Cl 2.297 5.185 -0.936 0.530

***

51
Properties=species:S:1:pos:R:3:lowdin_charge:R:1 method="wB97M-V/def2-TZVPD" total_charge=-1 homo_ev=-6.80 e_lumo_ha=0.07589 homo_lumo_gap_ev=8.87
H 1.580 5.909 -5.515 0.129
H 0.505 6.176 -2.917 0.130
C 0.877 5.337 -4.916 -0.122
O 6.364 1.293 -1.785 0.136
H -0.133 -0.003 2.900 0.071
C 1.117 5.432 -3.419 -0.117
H -3.985 -3.479 2.774 0.119
H 4.000 -0.516 -4.226 0.131
C -6.138 -1.248 2.334 -0.583
S -0.106 -0.862 -0.278 0.238
H -0.146 5.606 -5.188 0.130
H -5.684 -3.998 2.547 0.126
O 0.055 -4.181 1.809 -0.328
H 2.442 -0.864 2.946 0.057
H 2.562 1.506 -2.425 0.111
H 3.305 1.057 -4.693 0.122
H -2.177 -0.931 3.789 0.057
O 5.081 1.131 -3.628 0.045
C -0.009 -0.748 3.688 -0.259
O 0.776 2.085 -3.914 0.176
C 2.095 -1.876 2.736 -0.115
H -5.181 -3.369 0.245 0.130
Cl 1.237 0.515 0.619 0.338
H 2.455 -0.254 -2.356 0.106
N 0.225 -2.237 0.364 -0.360
H -1.328 -1.864 5.018 0.074
O 0.740 4.130 -2.972 0.067
C -4.938 -2.635 1.009 -0.102
C 0.849 3.264 -4.007 -0.557
O 4.233 0.573 -1.651 0.061
O 0.348 -0.866 -1.638 -0.375
C 3.817 0.511 -3.906 -0.110
O -5.968 -1.631 1.052 0.058
H 0.527 -2.807 3.877 0.115
C 0.611 -2.026 3.115 -0.417
H 2.706 -2.574 3.309 0.073
H -3.980 -2.164 0.784 0.120
H 2.268 -2.067 1.677 0.052
C -1.319 -0.926 4.457 -0.107
C -4.969 -3.181 2.420 -0.114
O 1.066 3.943 -5.165 0.054
C 5.320 1.019 -2.295 -0.588
H 0.745 -0.344 4.372 0.108
O -5.448 -2.055 3.168 0.056
H -1.453 -0.100 5.160 0.067
S -0.322 -2.787 1.771 0.540
H 2.169 5.595 -3.178 0.133
O -1.713 -2.457 1.983 -0.337
C 3.116 0.580 -2.568 -0.117
O -6.813 -0.330 2.685 0.142
O -1.379 -0.285 0.032 -0.363

***

43
Properties=species:S:1:pos:R:3:lowdin_charge:R:1 method="wB97M-V/def2-TZVPD" s_squared=3.763 total_charge=+1 multiplicity=4 homo_ev="-10.95 / -10.91" e_lumo_ha="-0.08823 / -0.09118" homo_lumo_gap_ev="8.55 / 8.43"
H 2.472 -3.108 2.919 0.086
O -1.654 0.144 0.055 -0.436
H -0.154 3.003 2.369 0.119
H -2.682 1.267 -1.322 0.072
H -1.369 -1.074 5.221 0.081
N 1.705 -0.223 -0.707 0.050
H 3.127 3.671 -0.140 0.165
H -0.633 -2.526 4.623 0.070
H 0.770 -3.214 3.299 0.053
C 1.479 -2.809 2.585 -0.463
C 0.655 2.905 1.667 -0.084
H 1.110 -4.470 1.257 0.094
N 0.894 1.735 0.995 0.053
N 2.367 3.231 0.350 0.130
C -1.653 -3.305 0.856 -0.482
H -3.665 0.171 -0.340 0.073
H 2.125 -3.225 0.572 0.070
H 1.076 -0.780 5.008 0.086
S -1.997 -1.462 2.955 0.910
H 4.063 -0.590 -2.968 0.124
H -2.393 -2.735 0.291 0.077
C 1.561 3.843 1.282 -0.050
C 2.369 0.915 -0.684 -0.248
C 1.924 1.962 0.208 -0.255
C -1.925 -3.174 2.348 -0.497
C 0.418 -0.678 4.145 -0.494
N 3.385 0.896 -1.574 0.131
C -2.698 0.279 -0.846 -0.236
C 3.356 -0.328 -2.202 -0.049
H 1.704 4.868 1.572 0.123
S -0.093 -2.680 0.193 0.901
C 2.313 -1.006 -1.654 -0.103
H -2.892 -3.641 2.538 0.082
H -2.653 -0.471 -1.649 0.071
H -1.197 -3.739 2.929 0.065
H 0.163 0.379 4.053 0.072
C -0.853 -1.493 4.356 -0.523
C 1.237 -3.389 1.186 -0.476
H 1.949 -1.990 -1.896 0.103
Co 0.006 -0.251 0.653 0.390
S 1.372 -0.998 2.641 0.892
H -1.756 -4.350 0.560 0.087
H 4.046 1.630 -1.760 0.166

***

40
Properties=species:S:1:pos:R:3:lowdin_charge:R:1 method="wB97M-V/def2-TZVPD" s_squared=6.028 total_charge=+3 multiplicity=5 homo_ev="-20.89 / -22.02" e_lumo_ha="-0.43503 / -0.62776" homo_lumo_gap_ev="9.06 / 4.94" relative_energy_kcal_mol=0.0
Co 1.603 -1.686 0.639 0.274
H -2.585 -0.666 2.611 0.124
C -1.581 -0.441 2.277 -0.055
C 2.014 -2.887 -0.347 -0.182
H -0.387 2.270 1.837 0.078
O -0.082 -3.659 2.062 0.283
O 3.985 0.005 0.128 0.274
C 1.257 -0.234 -2.540 -0.052
H -2.572 0.766 -0.836 0.071
H -0.314 2.026 -1.938 0.116
H 1.260 -0.696 -3.544 0.133
C 0.581 2.094 1.459 -0.022
H 1.132 3.075 1.426 0.169
H 0.292 3.384 -0.956 0.137
H -1.191 -1.031 -3.486 0.143
H -1.423 0.542 -2.691 0.107
H -1.220 2.619 -0.506 0.082
C 0.056 -0.796 -1.769 -0.463
C -1.572 -0.422 0.746 -0.436
O 2.341 -0.338 4.123 0.206
H -2.106 -0.945 -1.977 0.074
C -0.226 2.448 -0.864 -0.010
C 3.034 -0.622 0.376 -0.069
H -3.606 0.165 0.456 0.137
H 1.214 0.839 -2.651 0.085
O 2.243 -3.710 -1.126 0.323
C 1.905 -0.571 3.085 0.079
C -2.620 0.583 0.241 -0.038
H -1.305 0.561 2.687 0.109
H -1.867 -1.439 0.400 0.166
C -1.266 -0.546 -2.487 -0.041
H -2.548 1.537 0.778 0.109
H 2.219 -0.495 -2.057 0.075
H 1.158 1.446 2.169 0.059
C 0.554 -2.826 1.550 -0.065
H 0.169 -1.895 -1.694 0.117
H 1.623 1.497 -0.336 0.125
C 0.601 1.521 0.027 -0.391
H -0.905 -1.184 2.697 0.050
P 0.136 -0.289 0.031 1.121